{
  "formula": "C5H10O",
  "method": "ωB97M-V/def2-TZVPD",
  "symbols": ["O", "H", "H", "C", "C", "C", "H", "H", "H", "H", "C", "H", "H", "C", "H", "H"],
  "xyz": [[0.00566, -1.12193, 1.13492], [-0.82733, -1.29860, 1.58534], [2.48072, -0.53091, 0.80728], [-1.21533, 0.26679, -0.39929], [-0.15557, -0.35986, -0.02018], [1.05289, -0.45937, -0.83086], [-3.16506, 0.31118, -0.10185], [0.88580, 0.11753, -1.74865], [2.21435, 1.09541, 0.15793], [-1.26484, 0.80963, -1.38379], [2.30703, 0.03631, -0.11200], [-2.06429, 1.82597, 0.78099], [-2.31762, 0.18300, 1.48758], [-2.28625, 0.70908, 0.51416], [3.18171, -0.07908, -0.75462], [1.16814, -1.50517, -1.11697]],
  "forces_ev_per_angstrom": [[-0.1, 0.5, -0.1], [-0.1, 0.3, -0.2], [0.0, 0.1, -0.2], [-1.0, 2.6, -0.8], [1.7, -2.0, 0.8], [0.8, -0.1, -0.9], [0.1, 1.8, 1.4], [0.1, -0.1, 0.1], [0.0, -0.2, -0.1], [0.5, -0.8, 1.0], [0.1, 0.0, 0.1], [-1.4, -1.8, -0.9], [0.1, 0.1, -0.5], [-1.0, -0.2, 0.1], [0.0, 0.0, 0.0], [0.3, -0.1, -0.1]],
  "lumo_energy_ev": 0.81,
  "e_tot_ev": -7393.380,
  "gap_ev": 9.42,
  "homo_energy_ev": -8.6024,
  "de_lowest_kj_mol": 133.7,
  "smiles": "C/C=C(\\O)CC"
}

***

{
  "formula": "C5H10O",
  "method": "ωB97M-V/def2-TZVPD",
  "symbols": ["C", "H", "H", "H", "C", "H", "C", "H", "C", "H", "H", "H", "H", "C", "O", "H"],
  "xyz": [[-1.47859, -0.52038, 0.63170], [-1.76174, -1.55502, 0.36834], [-2.40745, -0.01581, 0.88480], [1.08982, 0.64970, -1.64579], [-0.02718, 1.58274, -0.01522], [-1.34526, 0.63878, -1.46556], [0.68355, 0.44240, -0.66341], [0.04850, 1.65735, 1.05967], [1.49651, -0.56014, 0.09969], [0.32556, -1.92952, -0.53682], [1.34585, -0.49761, 1.18156], [-0.06273, 2.54197, -0.52420], [-0.87931, -0.59841, 1.55969], [-0.81644, 0.41355, -0.52529], [1.26417, -1.87041, -0.32716], [2.54857, -0.39172, -0.09545]],
  "forces_ev_per_angstrom": [[0.2, 0.9, -1.2], [0.3, 0.5, -0.4], [-0.1, 0.0, 0.2], [-0.2, -0.1, -0.1], [0.1, 0.3, 0.4], [-0.2, -0.6, 0.8], [0.2, -0.1, -0.2], [0.1, 0.1, 0.1], [0.4, 0.4, 0.3], [0.0, -0.2, 0.0], [-0.1, 0.2, 0.0], [-0.1, -0.2, 0.0], [0.0, 0.3, -0.7], [-0.5, -1.0, 1.0], [-0.4, -0.8, -0.4], [0.3, 0.2, 0.1]],
  "lumo_energy_ev": 1.06,
  "e_tot_ev": -7393.320,
  "gap_ev": 11.14,
  "homo_energy_ev": -10.0762,
  "de_lowest_kj_mol": 139.5,
  "smiles": "C[C@H]1C[C@H]1CO"
}

***

{
  "formula": "C5H10O",
  "method": "ωB97M-V/def2-TZVPD",
  "symbols": ["H", "H", "C", "H", "C", "H", "C", "O", "H", "H", "H", "H", "C", "H", "H", "C"],
  "xyz": [[-1.37444, -0.61864, -0.18998], [1.06466, 0.31934, -1.67455], [0.53515, -0.86538, 1.44074], [-0.13531, -1.64912, 1.80561], [0.70554, 0.04737, -0.68149], [0.98355, 0.81457, 0.06615], [-1.41079, 1.46378, -0.81742], [-0.25481, 0.33766, 1.27631], [0.70295, -2.14001, -0.34993], [1.34041, -0.75185, 2.18559], [-2.13238, 1.18034, -1.60333], [-0.71244, 2.17411, -1.28214], [-0.70631, 0.24469, -0.21448], [-1.96803, 1.97430, -0.03585], [2.22473, -1.32070, 0.03445], [1.13752, -1.21048, 0.04031]],
  "forces_ev_per_angstrom": [[0.1, -0.1, -0.4], [-0.4, -0.5, -0.1], [-0.1, -0.2, -0.1], [0.1, -0.1, -0.1], [0.4, 0.4, 0.3], [1.5, 0.4, -1.4], [0.1, 0.0, 0.5], [-1.4, -0.4, -0.7], [0.0, 0.3, -0.1], [-0.5, 0.5, -0.2], [0.4, -0.2, 0.4], [0.0, -0.2, 0.3], [0.1, 0.1, 1.2], [-0.1, 0.2, 0.0], [-0.1, 0.0, 0.2], [0.1, 0.0, 0.1]],
  "lumo_energy_ev": 1.22,
  "e_tot_ev": -7392.986,
  "gap_ev": 10.78,
  "homo_energy_ev": -9.5603,
  "de_lowest_kj_mol": 171.7,
  "smiles": "C[C@H]1CCCO1"
}

***

{
  "formula": "C5H10O",
  "method": "ωB97M-V/def2-TZVPD",
  "symbols": ["C", "H", "C", "C", "H", "H", "C", "H", "H", "O", "C", "H", "H", "H", "H", "H"],
  "xyz": [[-0.32099, 1.65770, 0.05971], [1.78518, -1.70356, 0.34405], [1.25792, 0.11805, 1.46009], [-0.13028, 0.38736, 0.89261], [-0.90126, 0.34439, 1.67595], [-0.51516, -1.98235, -1.72487], [-0.12046, -0.91118, 0.10257], [-0.34817, -1.76349, 0.74134], [1.92751, 0.93720, 1.22939], [1.48548, -0.86410, -0.02049], [-0.75613, -1.02114, -1.25640], [-1.32193, 1.72301, -0.38842], [-0.18731, 2.53589, 0.70108], [0.42452, 1.71862, -0.74239], [-1.84836, -0.96167, -1.15405], [-0.43057, -0.21472, -1.92015]],
  "forces_ev_per_angstrom": [[0.0, 0.0, -0.1], [0.2, 0.0, 0.0], [-0.2, -0.5, 0.3], [-0.4, 0.1, 0.1], [0.1, 0.0, -0.1], [0.0, 0.2, 0.1], [1.5, 0.4, -0.3], [0.2, 0.0, 0.0], [0.3, 0.3, -0.3], [-1.9, -0.3, 0.1], [0.1, 0.0, -0.1], [0.1, 0.0, 0.1], [0.0, -0.1, -0.1], [-0.1, 0.0, 0.1], [0.2, 0.0, 0.1], [-0.1, -0.1, 0.1]],
  "lumo_energy_ev": 0.75,
  "e_tot_ev": -7390.380,
  "gap_ev": 8.08,
  "homo_energy_ev": -7.3336,
  "de_lowest_kj_mol": 423.2
}

***

{
  "formula": "C5H10O",
  "method": "ωB97M-V/def2-TZVPD",
  "symbols": ["C", "H", "H", "C", "O", "H", "H", "H", "C", "H", "C", "H", "H", "C", "H", "H"],
  "xyz": [[-0.25806, -0.31519, 0.03492], [1.08815, 0.93116, -1.03978], [-0.19089, -1.59013, -2.33326], [-0.41891, 0.52488, 1.26594], [-1.03013, 0.32228, -2.50796], [1.60589, 0.19052, 1.88931], [0.44777, -0.96988, 2.55454], [-1.32627, 0.31385, -1.56420], [0.10753, -0.52973, -2.34585], [0.82486, -0.38115, -3.16227], [0.59950, 0.08672, 2.30882], [0.53118, 0.67770, 3.22464], [-0.77806, -1.27763, 0.00584], [0.52331, -0.00105, -1.00547], [-1.44033, 0.43224, 1.66042], [-0.28553, 1.58540, 1.01435]],
  "forces_ev_per_angstrom": [[0.6, -0.2, 0.2], [-0.1, -0.1, 0.2], [0.1, 0.2, 0.1], [0.1, 0.0, 0.1], [-0.7, -0.3, -0.2], [-0.1, 0.0, 0.2], [0.1, 0.1, 0.1], [-0.4, 0.5, -1.5], [0.2, -0.1, 0.2], [-0.2, 0.1, 0.2], [0.1, 0.0, 0.2], [0.0, -0.1, 0.0], [-0.1, 0.2, -0.1], [0.0, -0.1, 0.4], [0.2, -0.1, -0.1], [0.1, -0.2, 0.0]],
  "lumo_energy_ev": 1.12,
  "e_tot_ev": -7393.060,
  "gap_ev": 10.48,
  "homo_energy_ev": -9.3611,
  "de_lowest_kj_mol": 164.5,
  "smiles": "CC/C=C/CO"
}

***

{
  "formula": "C5H10O",
  "method": "ωB97M-V/def2-TZVPD",
  "symbols": ["C", "H", "H", "O", "H", "C", "H", "C", "H", "C", "H", "H", "H", "H", "C", "H"],
  "xyz": [[-0.51996, -1.56739, -0.18396], [-0.00990, 1.40753, 1.21596], [-2.60248, -0.38450, -0.30193], [-2.11594, 0.09742, 0.39140], [2.08608, 1.16230, 0.15420], [1.26213, 1.28496, -0.55076], [-0.42637, -2.08937, -1.13198], [-0.75766, -0.11512, 0.05518], [1.38207, 2.22578, -1.08665], [-0.09336, 1.23252, 0.13086], [-0.77300, 2.01948, -0.21547], [0.71987, -1.39693, 1.73653], [1.56039, -1.16971, 0.15448], [-1.29768, -1.98600, 0.45624], [0.59782, -1.21401, 0.68056], [1.31906, 0.46971, -1.27622]],
  "forces_ev_per_angstrom": [[-0.1, -0.2, -0.2], [0.1, 0.2, -0.4], [0.2, 0.2, 0.7], [0.1, -0.3, 0.6], [0.0, 0.1, -0.1], [0.2, 0.1, -0.2], [0.2, 0.1, -0.2], [0.3, -0.1, 0.3], [0.1, 0.0, 0.0], [0.1, 0.0, -0.2], [0.1, -0.3, -0.3], [-0.6, -0.5, 0.1], [-0.5, 0.8, 0.3], [-0.2, -0.4, -0.5], [-0.1, 0.1, 0.3], [0.2, 0.2, -0.1]],
  "lumo_energy_ev": 0.99,
  "e_tot_ev": -7390.832,
  "gap_ev": 8.58,
  "homo_energy_ev": -7.5889,
  "de_lowest_kj_mol": 379.5,
  "smiles": "CCC1(O)CC1"
}

***

{
  "formula": "C5H10O",
  "method": "ωB97M-V/def2-TZVPD",
  "symbols": ["H", "C", "C", "H", "H", "H", "H", "O", "C", "H", "H", "H", "C", "C", "H", "H"],
  "xyz": [[-0.57712, -1.78308, -1.62848], [-0.07910, 0.29053, -1.69506], [0.09128, 0.89494, 1.30074], [-1.73037, 0.97391, 0.19988], [1.21903, -1.40915, -1.74477], [1.11208, -0.91935, 2.17410], [-0.42227, 2.10140, -0.40882], [0.76863, -1.68119, 0.33750], [0.37329, -1.09700, 1.37727], [1.07913, 1.34674, 1.38048], [-0.42935, 0.77203, 2.24524], [0.73214, 0.98267, -1.90742], [-0.67426, 1.24023, 0.19546], [0.21427, -1.04203, -1.59013], [-1.06475, 0.59552, -2.03145], [-0.65062, -1.29875, 1.74516]],
  "forces_ev_per_angstrom": [[0.1, 0.1, 0.0], [0.1, -0.2, -0.2], [-0.1, 0.3, -0.1], [0.2, 0.1, 0.0], [-0.1, 0.1, 0.0], [-0.1, 0.0, -0.1], [0.0, -0.2, 0.1], [-0.1, 0.1, 0.2], [0.0, -0.3, 0.1], [-0.1, -0.1, 0.0], [0.0, -0.1, -0.2], [-0.1, -0.1, 0.0], [0.0, 0.1, 0.2], [0.0, 0.1, -0.2], [0.1, -0.1, 0.1], [0.1, 0.0, -0.1]],
  "lumo_energy_ev": 0.24,
  "e_tot_ev": -7389.794,
  "gap_ev": 8.70,
  "homo_energy_ev": -8.4605,
  "de_lowest_kj_mol": 479.7
}

***

{
  "formula": "C5H10O",
  "method": "ωB97M-V/def2-TZVPD",
  "symbols": ["C", "H", "H", "C", "C", "H", "H", "C", "H", "C", "H", "O", "H", "H", "H", "H"],
  "xyz": [[0.31861, -0.04828, -0.77408], [-1.12770, -1.90623, -0.52712], [-0.78266, 1.67639, 2.12920], [-0.04283, -1.73209, -0.46014], [-0.06825, 1.14026, 0.14939], [-0.36238, -0.52559, -2.34847], [-0.17577, 2.14395, -0.29974], [-0.96828, 0.94051, 1.34181], [-0.79279, -0.05416, 1.75319], [1.35411, 0.61953, 0.07670], [-2.03078, 1.01428, 1.07077], [0.25156, 0.19258, -2.15348], [2.13745, 1.23867, -0.36298], [1.68184, -0.03518, 0.87722], [0.23481, -2.03904, 0.55732], [0.37307, -2.62560, -1.02960]],
  "forces_ev_per_angstrom": [[-0.1, -1.7, 0.8], [0.1, 0.4, 0.0], [0.1, 0.0, 0.0], [-0.1, 1.2, 0.4], [-0.1, -0.6, -0.1], [0.0, 0.4, -1.1], [-0.1, -0.9, -0.3], [0.1, -0.2, 0.1], [-0.1, 0.0, 0.2], [0.1, -0.5, -0.1], [0.3, 0.0, 0.0], [-0.1, -0.8, 0.3], [-0.3, -0.2, 0.0], [0.2, 0.3, 0.1], [-0.1, 0.7, 0.0], [0.2, 1.9, -0.3]],
  "lumo_energy_ev": 0.99,
  "e_tot_ev": -7392.494,
  "gap_ev": 10.02,
  "homo_energy_ev": -9.0391,
  "de_lowest_kj_mol": 219.1,
  "smiles": "C[C@H]1C[C@]1(C)O"
}

***

{
  "formula": "C5H10O",
  "method": "ωB97M-V/def2-TZVPD",
  "symbols": ["C", "H", "C", "H", "H", "H", "H", "H", "H", "C", "H", "O", "C", "C", "H", "H"],
  "xyz": [[0.72066, -0.74411, 1.56474], [-1.73090, -1.33770, 0.11235], [-0.00532, 1.29977, -1.61970], [1.02663, -1.75017, 1.87106], [2.02123, -0.72300, -0.15784], [1.28355, -0.02338, 2.16956], [1.39041, 1.63659, 0.09447], [-1.66904, 1.71256, -0.09734], [0.37415, -1.20277, -0.52948], [0.97053, -0.50524, 0.07512], [0.09689, 1.41410, -2.68895], [-2.33263, -0.99029, -0.55678], [0.66645, 0.93035, -0.32944], [-0.73169, 1.43328, -0.55504], [-1.74085, -0.53533, -1.17005], [-0.34009, -0.61465, 1.81733]],
  "forces_ev_per_angstrom": [[0.0, 0.0, 0.1], [-0.1, 0.0, 0.0], [-0.2, 0.1, 0.1], [-0.1, 0.1, 0.0], [-0.1, 0.0, 0.0], [-0.1, -0.1, -0.1], [-0.1, -0.1, -0.1], [0.2, 0.0, -0.1], [0.1, 0.1, 0.1], [0.0, 0.0, -0.1], [0.0, 0.0, 0.2], [0.1, -0.2, 0.0], [0.2, 0.0, 0.2], [0.1, 0.1, -0.2], [-0.2, 0.0, 0.0], [0.2, 0.0, 0.0]],
  "lumo_energy_ev": 1.10,
  "e_tot_ev": -7392.006,
  "gap_ev": 10.76,
  "homo_energy_ev": -9.6589,
  "de_lowest_kj_mol": 266.2,
  "smiles": "CCC1C=C1.O"
}

***

{
  "formula": "C5H10O",
  "method": "ωB97M-V/def2-TZVPD",
  "symbols": ["H", "H", "C", "H", "C", "H", "H", "C", "O", "C", "H", "H", "H", "H", "C", "H"],
  "xyz": [[-1.18527, -2.17803, -0.49152], [-1.87204, 1.72114, -0.25014], [0.28222, 1.35564, 0.34868], [1.12077, 1.78401, -0.21090], [1.45266, -0.89733, -0.13790], [1.35490, -0.69197, -1.20916], [-1.79530, -0.44858, 0.91028], [0.39179, -0.15850, 0.66150], [-1.26198, -1.30552, -0.89718], [-1.00769, 1.08575, -0.46016], [0.11354, 1.97084, 1.23740], [1.36681, -1.98214, -0.00209], [0.49563, -0.39028, 1.72819], [2.45614, -0.59841, 0.18434], [-1.05295, -0.33749, 0.10596], [-0.83547, 1.05312, -1.53964]],
  "forces_ev_per_angstrom": [[-0.1, 0.1, -0.1], [0.1, -0.1, -0.1], [0.1, 0.1, 0.1], [-0.1, -0.1, 0.1], [0.0, 0.0, 0.0], [0.0, 0.0, 0.2], [0.1, 0.0, -0.1], [0.1, -0.1, 0.1], [0.0, -0.3, 0.1], [-0.1, 0.1, -0.1], [0.0, -0.1, -0.1], [0.0, 0.1, 0.0], [0.0, 0.0, -0.2], [-0.1, 0.0, 0.0], [-0.1, 0.2, 0.2], [0.0, 0.0, 0.1]],
  "lumo_energy_ev": 0.95,
  "e_tot_ev": -7393.860,
  "gap_ev": 10.81,
  "homo_energy_ev": -9.8532,
  "de_lowest_kj_mol": 87.4,
  "smiles": "C[C@H]1CC[C@H]1O"
}

***

{
  "formula": "C5H10O",
  "method": "ωB97M-V/def2-TZVPD",
  "symbols": ["C", "H", "H", "H", "O", "C", "H", "C", "H", "H", "C", "H", "H", "H", "H", "C"],
  "xyz": [[-0.20192, 1.41403, -0.03672], [0.74829, -0.72904, -1.33642], [-0.27105, 2.36986, -0.54120], [-1.12678, -1.10242, 1.10635], [2.48486, 0.32872, 0.25489], [1.60049, -0.44753, 0.61632], [-2.29463, 0.77563, 0.01651], [-1.33759, 0.44676, -0.42923], [1.69860, -1.75242, 0.11978], [0.84350, 1.11557, -0.22647], [-0.91931, -0.98308, 0.03700], [1.38643, -0.71656, 1.66979], [-1.46737, -1.76232, -0.50838], [-1.50672, 0.44620, -1.51526], [-0.22744, 1.55476, 1.05088], [0.59064, -0.95816, -0.27785]],
  "forces_ev_per_angstrom": [[-0.1, 0.6, 0.0], [0.5, -0.2, 0.3], [-0.5, 0.4, 0.1], [0.2, 0.0, -0.1], [0.7, -0.6, 0.6], [-0.4, 1.5, 0.3], [0.4, -0.3, -0.1], [0.4, 0.0, 0.0], [-2.6, -0.8, -1.3], [-1.2, 0.5, -0.5], [0.5, -0.3, 0.1], [0.4, 0.1, 0.1], [0.3, 0.2, 0.2], [0.2, -0.1, 0.2], [-0.1, 0.2, -0.1], [1.1, -1.4, 0.1]],
  "lumo_energy_ev": 0.89,
  "e_tot_ev": -7391.270,
  "gap_ev": 10.30,
  "homo_energy_ev": -9.4091,
  "de_lowest_kj_mol": 337.2
}

***

{
  "formula": "C5H10O",
  "method": "ωB97M-V/def2-TZVPD",
  "symbols": ["H", "H", "H", "H", "H", "H", "C", "C", "C", "H", "C", "O", "H", "H", "C", "H"],
  "xyz": [[1.44239, -1.39277, -0.13943], [0.06311, 1.55438, 1.49961], [-0.63226, -1.57819, -1.26394], [-1.24154, 2.01037, 0.38678], [0.36685, -2.23258, 1.02876], [0.92436, -0.59976, 1.33726], [-0.28127, 0.41434, -0.32544], [-0.75074, 1.18113, 0.87568], [0.58453, -1.30248, 0.54441], [1.05375, -0.00197, -1.91038], [0.86011, 0.77000, -1.14687], [-0.07414, 1.68889, -1.53182], [1.77641, 1.06833, -0.63014], [-1.75038, -1.21380, 0.08400], [-0.74875, -0.98820, -0.34920], [-1.47299, 0.64962, 1.51346]],
  "forces_ev_per_angstrom": [[-0.5, -0.3, 0.2], [0.0, 0.1, -0.1], [0.1, 0.4, 0.0], [-0.3, 0.5, 0.6], [0.3, -0.8, 0.4], [-0.9, -0.2, -0.6], [-0.4, 1.5, -1.1], [0.1, 0.5, -0.1], [-0.5, -1.1, 0.0], [0.3, 0.1, 0.1], [0.6, -0.7, 0.5], [-1.4, -0.8, 0.3], [0.2, 0.5, -0.2], [1.0, 0.3, 0.1], [1.1, 0.0, 0.4], [0.3, 0.0, -0.4]],
  "lumo_energy_ev": 0.94,
  "e_tot_ev": -7391.295,
  "gap_ev": 10.04,
  "homo_energy_ev": -9.1015,
  "de_lowest_kj_mol": 334.8,
  "smiles": "CC[C@@]1(C)CO1"
}

***

Repeat the seventh record exactly.
{
  "formula": "C5H10O",
  "method": "ωB97M-V/def2-TZVPD",
  "symbols": ["H", "C", "C", "H", "H", "H", "H", "O", "C", "H", "H", "H", "C", "C", "H", "H"],
  "xyz": [[-0.57712, -1.78308, -1.62848], [-0.07910, 0.29053, -1.69506], [0.09128, 0.89494, 1.30074], [-1.73037, 0.97391, 0.19988], [1.21903, -1.40915, -1.74477], [1.11208, -0.91935, 2.17410], [-0.42227, 2.10140, -0.40882], [0.76863, -1.68119, 0.33750], [0.37329, -1.09700, 1.37727], [1.07913, 1.34674, 1.38048], [-0.42935, 0.77203, 2.24524], [0.73214, 0.98267, -1.90742], [-0.67426, 1.24023, 0.19546], [0.21427, -1.04203, -1.59013], [-1.06475, 0.59552, -2.03145], [-0.65062, -1.29875, 1.74516]],
  "forces_ev_per_angstrom": [[0.1, 0.1, 0.0], [0.1, -0.2, -0.2], [-0.1, 0.3, -0.1], [0.2, 0.1, 0.0], [-0.1, 0.1, 0.0], [-0.1, 0.0, -0.1], [0.0, -0.2, 0.1], [-0.1, 0.1, 0.2], [0.0, -0.3, 0.1], [-0.1, -0.1, 0.0], [0.0, -0.1, -0.2], [-0.1, -0.1, 0.0], [0.0, 0.1, 0.2], [0.0, 0.1, -0.2], [0.1, -0.1, 0.1], [0.1, 0.0, -0.1]],
  "lumo_energy_ev": 0.24,
  "e_tot_ev": -7389.794,
  "gap_ev": 8.70,
  "homo_energy_ev": -8.4605,
  "de_lowest_kj_mol": 479.7
}